Record 1
Here is 9 unconnected molecules or ions with the total composition C58H57ClN3OP from the OMol25 dataset. Energies are from wB97M-V/def2-TZVPD.

Geometry as XYZ:
```
121
C58H57ClN3OP, DFT wB97M-V/def2-TZVPD
Cl -3.54 0.77 1.20
P -4.68 -0.95 1.36
O -5.14 -1.08 2.95
N 0.60 -0.25 0.79
N -3.43 -4.71 0.48
N -2.26 -2.29 1.57
C 6.91 -2.46 2.71
C 5.20 1.61 3.36
C 9.18 4.55 -3.46
C -2.22 -4.98 5.54
C 4.83 7.08 -2.27
C -4.09 -3.58 0.64
C -6.02 -9.33 -0.79
C -1.29 -6.66 6.99
C 5.51 2.32 2.21
C 7.98 -3.34 2.70
C -10.16 7.65 -5.72
C -0.19 -3.48 1.79
C -3.52 -2.40 1.19
C -6.72 3.89 -2.48
C -2.14 -4.63 0.90
C -0.85 -6.73 4.63
C -2.06 -5.51 6.81
C -8.27 2.67 -1.11
C 10.56 4.59 -3.28
C -4.79 -7.28 -1.06
C 11.40 4.57 -4.38
C -5.32 -8.26 -0.24
C 3.95 1.01 3.50
C -6.18 -9.42 -2.17
C 4.38 7.07 0.09
C 8.33 -0.69 1.92
C 9.23 -2.89 2.29
C -9.59 6.81 -3.54
C 5.17 5.95 0.24
C 5.62 5.95 -2.12
C -9.23 7.48 -4.71
C 8.65 4.50 -4.74
C -8.02 3.58 -2.12
C -5.90 2.37 -0.80
C -1.32 -5.79 0.78
C 4.58 2.42 1.18
C 9.50 4.47 -5.84
C -0.69 -7.27 5.90
C 3.02 1.11 2.47
C -10.87 6.32 -3.39
C 5.79 5.38 -0.87
C -5.66 3.29 -1.81
C 0.95 -1.44 1.05
C 0.57 -4.60 1.71
C -7.21 2.06 -0.45
C 0.49 -2.20 2.30
C 3.34 1.81 1.31
C -1.57 -3.45 1.41
C -4.96 -7.36 -2.43
C -5.64 -8.43 -2.99
C 9.41 -1.57 1.90
C -0.04 -5.84 1.17
C 10.87 4.50 -5.66
C 7.08 -1.14 2.32
C -11.80 6.48 -4.41
C -1.61 -5.58 4.45
C -11.45 7.14 -5.58
C 4.21 7.64 -1.17
H -8.85 4.06 -2.64
H 5.92 1.53 4.16
H 5.30 5.50 1.22
H 1.57 -2.03 0.35
H -4.55 -6.59 -3.08
H 8.52 4.57 -2.60
H 7.85 -4.36 3.01
H -4.26 -6.44 -0.62
H 10.39 -1.23 1.59
H -0.09 -8.16 6.04
H -1.17 -7.07 7.99
H 6.11 5.51 -2.98
H 8.47 0.34 1.61
H -0.20 -1.58 2.88
H 12.47 4.61 -4.23
H 3.89 7.51 0.95
H 3.71 0.47 4.40
H 9.08 4.42 -6.84
H -12.81 6.09 -4.30
H -2.53 -5.04 7.66
H 4.71 7.53 -3.25
H -5.07 1.90 -0.28
H 2.05 0.64 2.57
H 10.97 4.64 -2.28
H 1.61 -4.61 2.02
H 7.58 4.47 -4.88
H -5.14 -3.56 0.33
H 2.61 1.89 0.51
H -7.40 1.34 0.33
H -8.86 6.68 -2.75
H 4.82 2.97 0.28
H 0.57 -6.74 1.08
H -0.37 -7.20 3.78
H 1.04 -0.04 -0.11
H 6.48 2.78 2.11
H 6.24 -0.46 2.32
H -1.72 -5.17 3.46
H -8.22 7.87 -4.82
H -6.72 -10.25 -2.60
H 6.40 4.50 -0.75
H 5.93 -2.81 3.03
H -6.43 -10.10 -0.15
H -1.78 -6.69 0.36
H -2.82 -4.09 5.40
H 10.07 -3.58 2.28
H -9.88 8.17 -6.63
H -12.17 7.27 -6.37
H -5.19 -8.20 0.84
H -5.77 -8.50 -4.06
H 1.36 -2.46 2.92
H -6.52 4.61 -3.27
H -9.29 2.43 -0.83
H -4.64 3.54 -2.08
H 3.59 8.52 -1.28
H 11.53 4.48 -6.52
H -11.15 5.80 -2.48
H -6.11 -1.10 2.96
```

Output
HOMO level   -9.13 eV
E_LUMO   -0.92 eV
SMILES   [H]/N=C/Cc1cccc2ncc(P(O)Cl)nc12.c1ccccc1.c1ccccc1.c1ccccc1.c1ccccc1.c1ccccc1.c1ccccc1.c1ccccc1.c1ccccc1

=====

Record 2
Here is a molecular structure, C58H64GeN9O2P2Rb from the OMol25 dataset. Energies are from wB97M-V/def2-TZVPD.

Geometry as XYZ:
```
137
C58H64GeN9O2P2Rb, DFT wB97M-V/def2-TZVPD
Rb -0.33 0.18 -0.84
Ge 0.95 0.89 2.36
P 0.32 3.38 -1.53
P 2.28 1.35 -2.70
O 1.27 -0.79 -4.46
O -3.01 -1.38 -3.04
N -1.36 2.02 -4.06
N 0.25 -4.43 0.07
N -5.93 2.43 -4.17
N -2.05 -1.73 0.85
N -2.53 2.05 -2.07
N -0.80 -0.82 -3.43
N -2.84 1.42 0.63
N -4.88 2.31 -2.13
N -3.65 2.21 -4.16
C 4.31 2.68 -1.16
C -3.27 -4.03 1.10
C 0.71 5.50 3.96
C 3.13 -0.48 3.95
C 2.11 -2.90 0.84
C 2.97 2.62 -1.54
C 1.02 -5.61 -0.28
C -0.64 3.83 -0.03
C -4.76 -3.76 1.36
C -1.95 -1.51 -3.65
C 2.01 3.52 3.49
C -2.59 -2.74 0.96
C -0.63 0.72 4.98
C -3.79 2.11 0.00
C 4.42 -1.61 -0.03
C -1.36 0.06 5.97
C -2.55 2.08 -3.41
C 2.82 0.49 3.01
C -4.83 2.75 0.66
C -2.63 -4.77 2.28
C -0.03 -3.62 -1.11
C 2.11 2.41 -4.22
C 0.83 -3.65 1.17
C -0.43 4.81 3.56
C 2.05 3.49 -0.93
C 4.44 -0.76 4.31
C 4.73 3.59 -0.20
C -0.71 -4.06 -6.80
C -3.08 -4.82 -0.20
C -0.33 3.50 3.12
C 0.89 2.82 3.07
C 5.48 -0.04 3.74
C -4.78 2.31 -3.46
C 5.20 0.94 2.80
C 4.49 -2.91 0.44
C -1.55 -1.32 5.89
C -0.09 0.04 3.89
C 1.93 4.84 3.93
C 3.89 1.19 2.44
C 0.13 -3.16 -6.15
C -2.06 -4.16 -6.45
C -1.01 -2.02 4.83
C 3.84 0.52 -3.24
C 3.21 -0.94 -0.03
C 2.08 -1.59 0.42
C -4.90 2.64 2.04
C 3.34 -3.55 0.88
C 0.21 5.04 -2.36
C 0.15 -1.26 -4.30
C -3.94 1.89 2.70
C -3.71 2.16 -1.49
C -0.30 -1.34 3.84
C -0.41 -2.38 -5.15
C -2.93 1.30 1.95
C 2.48 4.38 0.05
C -2.59 -3.37 -5.43
C -1.74 -2.49 -4.79
C 3.82 4.44 0.41
H -1.14 -3.09 4.76
H 5.45 -3.43 0.49
H 0.44 -6.20 -0.99
H -5.69 3.13 2.59
H -3.57 -5.79 -0.11
H -0.62 1.54 -3.55
H 3.16 0.09 -0.36
H -2.69 -4.85 -6.98
H 3.39 -4.57 1.26
H 1.21 3.01 -4.18
H -0.32 -4.69 -7.59
H 4.59 1.23 -3.58
H 4.24 -0.09 -2.43
H -2.16 0.71 2.43
H -3.15 -5.72 2.43
H -1.40 5.30 3.58
H -6.78 2.23 -3.66
H -0.48 1.79 5.08
H -5.88 2.16 -5.13
H 0.88 -3.23 -1.59
H 4.65 -1.53 5.04
H 0.11 -1.90 3.01
H 1.19 -6.21 0.61
H -1.42 1.81 -5.04
H -0.66 -2.77 -0.83
H -4.89 -3.19 2.28
H -5.20 -3.19 0.54
H 0.92 5.12 -3.18
H 2.83 5.35 4.27
H 4.14 5.13 1.19
H -1.77 0.61 6.80
H -0.55 3.03 0.70
H -3.63 -3.44 -5.15
H -2.71 -4.18 3.19
H 2.99 3.05 -4.34
H -3.52 -4.28 -1.04
H 0.40 5.83 -1.64
H -2.12 -1.83 6.66
H -1.24 2.98 2.83
H -5.29 -4.71 1.45
H 0.64 6.53 4.30
H 6.51 -0.26 4.01
H -3.96 1.76 3.78
H -0.57 -4.22 -1.84
H 2.32 -1.04 4.43
H 1.01 -4.34 2.00
H 1.78 5.03 0.56
H 3.68 1.95 1.69
H 2.04 1.73 -5.07
H 3.57 -0.14 -4.06
H 5.78 3.63 0.09
H 5.32 -1.11 -0.38
H -1.58 -4.97 2.08
H -5.56 3.30 0.10
H 5.03 2.00 -1.59
H 1.17 -3.07 -6.42
H -1.69 3.92 -0.32
H -0.81 5.15 -2.76
H 0.07 -2.93 1.47
H 2.98 3.04 3.50
H 6.01 1.51 2.35
H 1.99 -5.38 -0.74
H -0.30 4.77 0.42
H -2.02 -4.97 -0.40
```

Output
Expectation value of S²   0.76
Spin multiplicity   2
Energy relative to the best compared isomer or geometry (same formula, charge and spin)   256.70 kJ/mol
HOMO level (alpha / beta)   -3.99 / -3.98 eV
Charge   -1
E_LUMO (alpha / beta)   2.11 / 1.88 eV

=====

Record 3
Here is a molecular structure, C58H81N5O9Pb from the OMol25 dataset. Energies are from wB97M-V/def2-TZVPD.

Geometry as XYZ:
```
154
C58H81N5O9Pb, DFT wB97M-V/def2-TZVPD
Pb 0.61 0.14 0.00
O -3.00 5.66 -0.67
O -3.11 0.11 1.90
O -7.99 1.05 0.84
O -5.04 6.09 -1.20
O -1.81 1.05 0.30
O -0.27 0.05 -2.29
O 2.22 -1.25 -1.04
O 0.59 -0.33 2.41
O -8.52 3.07 0.29
N -7.71 2.19 0.52
N 3.04 0.41 1.13
N 1.98 1.94 -1.27
N 1.00 2.54 1.39
N -4.18 5.37 -0.73
C -2.54 -2.76 4.17
C 0.43 4.62 -6.68
C -1.27 1.04 7.89
C 2.23 -3.73 -2.53
C -3.51 0.99 -2.89
C -3.62 3.14 0.12
C -3.60 1.18 6.95
C 2.86 -3.55 -1.14
C -2.14 1.64 6.77
C 2.47 -5.14 -3.09
C -3.61 0.13 -5.24
C -0.07 -2.93 4.67
C -0.46 1.58 3.34
C -4.59 4.07 -0.21
C 3.50 -0.90 1.63
C -0.14 2.41 -5.63
C 0.93 2.37 -4.70
C 2.99 1.28 2.31
C 4.53 -7.01 0.71
C -1.63 -0.21 5.15
C 5.92 -5.50 2.10
C -5.33 1.60 0.78
C 1.13 3.13 -1.11
C -0.18 2.62 2.27
C 0.05 3.15 -6.94
C 3.47 -2.15 0.76
C -0.30 0.81 -3.29
C -6.28 2.53 0.40
C 2.09 1.53 -2.69
C -0.90 -2.71 2.32
C -1.22 3.13 -7.80
C -5.94 3.78 -0.09
C 0.71 -3.51 -2.44
C 4.02 -3.27 1.37
C 2.25 2.61 2.16
C 3.43 -4.62 -0.48
C -3.99 1.90 0.62
C -1.06 -0.75 4.02
C 2.82 -2.27 -0.49
C -1.29 1.69 -5.32
C -2.60 -1.28 -3.48
C -2.88 0.89 0.98
C 3.55 -5.99 2.75
C -1.14 -2.26 3.78
C -1.60 1.16 5.44
C 3.99 -4.53 0.79
C 3.33 2.11 -0.71
C -1.07 2.03 4.48
C -2.11 3.17 6.90
C -0.29 0.14 3.17
C 3.89 0.90 0.05
C 0.92 3.59 0.36
C -1.43 0.90 -4.20
C 0.87 1.62 -3.57
C 4.50 -5.75 1.57
C 2.84 -2.74 -3.55
C -2.76 0.18 -3.96
C 1.18 2.46 -7.72
H -2.95 0.95 -1.96
H -1.09 3.55 6.80
H -3.29 -2.18 3.64
H 3.93 -2.83 -3.57
H -4.00 1.59 7.88
H 4.88 1.18 0.43
H 3.34 2.99 -0.08
H 2.49 0.73 3.09
H 3.50 -5.12 3.40
H 5.94 -4.69 2.83
H -0.19 3.60 2.77
H -1.62 1.38 8.86
H -3.06 -0.32 -6.06
H 2.58 -1.72 -3.28
H 4.53 -0.79 2.00
H -0.07 4.05 0.39
H 2.87 2.14 -3.17
H 0.92 -2.58 4.40
H -2.06 3.60 -7.30
H -2.47 3.45 7.89
H -3.67 0.09 7.01
H 0.60 5.13 -7.63
H -2.64 -3.81 3.89
H -6.70 4.50 -0.36
H -0.25 -2.70 5.72
H 4.01 1.50 2.66
H 1.62 4.39 0.59
H 2.54 -6.19 2.39
H -1.31 -0.05 7.87
H 2.44 0.49 -2.68
H 0.16 2.88 -1.54
H 2.04 2.97 3.17
H -1.20 -3.75 2.21
H -1.03 3.68 -8.72
H 2.92 3.36 1.72
H 6.59 -5.24 1.28
H -3.59 -1.74 -3.44
H -1.05 2.59 1.62
H 3.88 -6.85 3.35
H 2.00 -5.90 -2.46
H 4.05 2.31 -1.52
H -2.58 3.36 -0.05
H -1.49 2.11 -8.08
H 4.00 0.08 -0.65
H -2.74 3.65 6.15
H -4.49 -0.48 -5.04
H 1.28 2.91 -8.70
H -1.98 -1.85 -4.18
H 2.13 2.54 -7.20
H -4.50 0.57 -2.74
H -3.61 2.03 -3.20
H 2.04 -5.21 -4.09
H 0.28 -4.19 -1.71
H -5.62 0.64 1.19
H 1.34 4.71 -6.08
H -0.23 1.35 7.77
H 5.19 -6.88 -0.15
H -2.16 -1.33 -2.50
H -1.16 3.10 4.62
H -2.13 1.75 -6.00
H 3.54 -7.29 0.36
H 0.49 -2.48 -2.15
H 6.29 -6.40 2.59
H 2.45 -2.95 -4.55
H -3.96 1.12 -5.55
H 3.44 -5.58 -0.98
H 1.53 3.98 -1.68
H 4.46 -3.15 2.35
H 2.87 -1.13 2.49
H 0.25 -3.70 -3.42
H 3.54 -5.36 -3.16
H 1.83 2.94 -4.91
H -4.22 1.52 6.12
H 0.95 1.40 -7.85
H 4.92 -7.85 1.30
H -2.72 -2.69 5.25
H -0.10 -4.01 4.54
H -0.38 5.14 -6.15
H -1.50 -2.10 1.64
H -2.12 -0.88 5.84
H 0.15 -2.64 2.04
```

Output
HOMO level (alpha / beta)   -6.67 / -6.66 eV
E_LUMO (alpha / beta)   -1.92 / -2.38 eV